Entry a
ORCA calculation (ωB97M-V with the def2-TZVPD basis set) on an isolated ion of composition C2H6NO2 and charge +1.

Results
orbital gap	11.85	eV
SMILES	[NH3+]CC(=O)O
LUMO level	-4.00	eV

Geometry as ORCA input:
```
! RIJCOSX wB97M-V def2-TZVPD def2/J DEFGRID3
* xyz 1 1
O -0.22 -1.61 -0.02
C -0.18 -0.73 0.84
O -0.38 -0.75 2.14
C -0.14 0.72 0.14
N 0.37 0.49 -1.24
H -0.33 -1.66 2.37
H 0.56 1.39 0.66
H -1.21 0.92 -0.06
H -0.33 0.61 -1.94
H 0.69 -0.53 -1.39
H 1.19 1.15 -1.49
*
```

Charges obtained by natural (NBO) population analysis, quoted in units of e:
1. O -0.60
2. C 0.79
3. O -0.60
4. C -0.34
5. N -0.70
6. H 0.52
7. H 0.26
8. H 0.27
9. H 0.45
10. H 0.49
11. H 0.46

***

Entry b
ORCA calculation (ωB97M-V with the def2-TZVPD basis set) on an isolated ion of composition C2H6NO2 and charge +1.

Results
orbital gap	11.95	eV
SMILES	[NH3+]CC(=O)O
LUMO level	-4.02	eV

Geometry as ORCA input:
```
! RIJCOSX wB97M-V def2-TZVPD def2/J DEFGRID3
* xyz 1 1
O -1.72 0.29 0.12
C -0.83 -0.23 0.72
O -0.83 -0.88 1.87
C 0.57 -0.17 0.14
N 0.52 0.32 -1.31
H -1.57 -0.56 2.42
H 1.35 -0.92 0.25
H 0.94 0.74 0.63
H 1.45 0.68 -1.51
H -0.13 1.11 -1.31
H 0.26 -0.37 -2.02
*
```

Charges obtained by natural (NBO) population analysis, quoted in units of e:
1. O -0.55
2. C 0.78
3. O -0.64
4. C -0.34
5. N -0.67
6. H 0.53
7. H 0.27
8. H 0.25
9. H 0.44
10. H 0.46
11. H 0.46

***

Which of them is the most stable, and which is the least stable? entry b and entry a, in that order.

***

Entry a
ORCA calculation (ωB97M-V with the def2-TZVPD basis set) on one molecule with the formula CH3OP.

Results
orbital gap	9.26	eV
LUMO level	-0.20	eV

Geometry as ORCA input:
```
! RIJCOSX wB97M-V def2-TZVPD def2/J DEFGRID3
* xyz 0 1
C 0.78 -0.52 -0.02
O -1.92 -0.29 0.00
P -0.63 0.35 0.09
H 0.86 -1.56 0.37
H 1.61 0.27 -0.07
H -0.70 1.75 -0.38
*
```

Charges obtained by natural (NBO) population analysis, quoted in units of e:
1. C -1.02
2. O -1.03
3. P 1.57
4. H 0.27
5. H 0.24
6. H -0.03

***

Entry b
ORCA calculation (ωB97M-V with the def2-TZVPD basis set) on one molecule with the formula CH3OP.

Results
orbital gap	9.18	eV
SMILES	C=PO
LUMO level	0.08	eV

Geometry as ORCA input:
```
! RIJCOSX wB97M-V def2-TZVPD def2/J DEFGRID3
* xyz 0 1
C 0.73 -0.76 -0.63
O -1.23 1.27 0.94
P -0.77 0.24 -0.39
H 1.72 -0.76 -0.17
H 0.31 -1.34 -1.46
H -0.75 1.34 1.72
*
```

Charges obtained by natural (NBO) population analysis, quoted in units of e:
1. C -0.90
2. O -0.98
3. P 0.93
4. H 0.23
5. H 0.23
6. H 0.49

***

Which of them is the most stable, and which is the least stable? entry a and entry b, in that order.

***

Entry a
ORCA calculation (ωB97M-V with the def2-TZVPD basis set) on C27H20HfN5O5S3Sb as an isolated structure.

Results
orbital gap (spin up / spin down)	5.35 / 7.24	eV
⟨S²⟩	0.7663
LUMO level (spin up / spin down)	2.27 / 2.23	eV

Geometry as ORCA input:
```
! RIJCOSX wB97M-V def2-TZVPD def2/J DEFGRID3
* xyz -1 2
Hf -0.39 -0.02 0.91
O 2.07 0.88 -2.53
C 2.56 2.12 -2.28
C 3.36 2.77 -3.22
C 3.89 4.02 -2.93
C 3.62 4.63 -1.72
C 2.82 3.98 -0.79
C 2.28 2.72 -1.05
C 1.45 2.05 -0.03
O 0.39 1.38 -0.41
N 1.80 2.16 1.21
N 0.92 1.41 1.96
C 0.91 1.56 3.27
C -0.08 0.83 3.95
C -0.31 0.90 5.35
C -1.40 0.30 5.89
C -2.30 -0.39 5.05
C -1.99 -0.48 3.71
N -0.91 0.07 3.15
H 2.48 0.51 -3.32
H 3.58 2.29 -4.16
H 4.51 4.52 -3.67
H 4.03 5.61 -1.49
H 2.61 4.42 0.17
H 1.58 2.25 3.77
H 0.40 1.46 5.96
H -1.58 0.35 6.96
H -3.19 -0.87 5.43
H -2.64 -1.04 3.05
O 0.02 -2.58 -4.18
C 1.26 -2.63 -3.68
C 2.29 -3.10 -4.50
C 3.58 -3.17 -4.02
C 3.89 -2.77 -2.73
C 2.88 -2.29 -1.91
C 1.56 -2.21 -2.37
C 0.54 -1.64 -1.47
O 0.91 -1.22 -0.31
N -0.70 -1.59 -1.89
N -1.51 -0.99 -0.94
C -2.77 -1.06 -1.18
C -3.78 -0.49 -0.32
C -5.11 -0.87 -0.49
C -6.12 -0.34 0.30
C -5.78 0.60 1.27
C -4.47 1.01 1.45
C -3.44 0.46 0.66
O -2.21 0.87 0.84
H -0.57 -2.23 -3.47
H 2.03 -3.42 -5.50
H 4.36 -3.55 -4.67
H 4.91 -2.82 -2.36
H 3.09 -1.94 -0.91
H -3.09 -1.60 -2.07
H -5.35 -1.60 -1.25
H -7.14 -0.66 0.17
H -6.56 1.02 1.90
H -4.20 1.74 2.20
S 2.01 -1.49 2.57
Sb 1.12 -3.47 1.97
S -0.94 -3.58 3.31
S -1.17 -2.76 1.38
*
```

Charges obtained by natural (NBO) population analysis, quoted in units of e:
1. Hf 2.30
2. O -0.66
3. C 0.41
4. C -0.32
5. C -0.19
6. C -0.26
7. C -0.14
8. C -0.17
9. C 0.54
10. O -0.82
11. N -0.36
12. N -0.52
13. C 0.01
14. C 0.13
15. C -0.23
16. C -0.19
17. C -0.32
18. C 0.09
19. N -0.64
20. H 0.48
21. H 0.20
22. H 0.20
23. H 0.20
24. H 0.23
25. H 0.20
26. H 0.21
27. H 0.20
28. H 0.21
29. H 0.21
30. O -0.69
31. C 0.35
32. C -0.29
33. C -0.19
34. C -0.26
35. C -0.17
36. C -0.16
37. C 0.62
38. O -0.81
39. N -0.49
40. N -0.36
41. C 0.16
42. C -0.23
43. C -0.14
44. C -0.28
45. C -0.18
46. C -0.30
47. C 0.46
48. O -0.84
49. H 0.51
50. H 0.22
51. H 0.20
52. H 0.21
53. H 0.25
54. H 0.18
55. H 0.20
56. H 0.21
57. H 0.21
58. H 0.22
59. S -0.78
60. Sb 0.99
61. S -0.39
62. S -0.39

***

Entry b
ORCA calculation (ωB97M-V with the def2-TZVPD basis set) on C27H20HfN5O5S3Sb as an isolated structure.

Results
orbital gap (spin up / spin down)	5.02 / 6.76	eV
⟨S²⟩	0.7664
LUMO level (spin up / spin down)	1.96 / 1.92	eV

Geometry as ORCA input:
```
! RIJCOSX wB97M-V def2-TZVPD def2/J DEFGRID3
* xyz -1 2
Hf 0.14 -0.54 0.65
O -0.62 1.27 -3.23
C -1.80 0.68 -3.54
C -2.52 1.10 -4.66
C -3.74 0.53 -4.97
C -4.26 -0.47 -4.16
C -3.56 -0.88 -3.04
C -2.33 -0.32 -2.71
C -1.62 -0.78 -1.49
O -0.33 -0.62 -1.35
N -2.36 -1.38 -0.59
N -1.64 -1.62 0.55
C -1.95 -2.58 1.40
C -1.06 -2.78 2.48
C -1.20 -3.86 3.38
C -0.23 -4.07 4.33
C 0.87 -3.20 4.38
C 0.93 -2.16 3.49
N 0.01 -1.92 2.55
H -0.45 1.99 -3.83
H -2.11 1.89 -5.28
H -4.28 0.87 -5.85
H -5.22 -0.91 -4.40
H -3.96 -1.64 -2.39
H -2.84 -3.20 1.27
H -2.07 -4.50 3.30
H -0.31 -4.90 5.02
H 1.65 -3.32 5.12
H 1.75 -1.46 3.53
O 2.15 4.19 -1.33
C 0.82 4.34 -1.41
C 0.33 5.49 -2.02
C -1.03 5.70 -2.17
C -1.93 4.75 -1.70
C -1.47 3.61 -1.09
C -0.10 3.38 -0.93
C 0.33 2.12 -0.31
O -0.58 1.35 0.23
N 1.61 1.83 -0.31
N 1.90 0.57 0.15
C 3.07 0.28 0.60
C 3.43 -1.05 1.02
C 4.68 -1.26 1.61
C 5.11 -2.52 1.95
C 4.30 -3.62 1.66
C 3.07 -3.45 1.08
C 2.57 -2.17 0.77
O 1.38 -2.05 0.25
H 2.31 3.27 -0.99
H 1.05 6.22 -2.39
H -1.38 6.59 -2.67
H -3.00 4.90 -1.83
H -2.16 2.86 -0.72
H 3.82 1.07 0.66
H 5.31 -0.40 1.81
H 6.08 -2.66 2.42
H 4.65 -4.62 1.90
H 2.43 -4.29 0.85
S -3.08 0.31 2.80
Sb -1.52 1.93 2.78
S 0.00 1.13 4.60
S 0.96 0.99 2.75
*
```

Charges obtained by natural (NBO) population analysis, quoted in units of e:
1. Hf 2.27
2. O -0.66
3. C 0.40
4. C -0.31
5. C -0.20
6. C -0.26
7. C -0.14
8. C -0.18
9. C 0.54
10. O -0.80
11. N -0.36
12. N -0.56
13. C 0.02
14. C 0.12
15. C -0.22
16. C -0.19
17. C -0.32
18. C 0.09
19. N -0.60
20. H 0.47
21. H 0.20
22. H 0.20
23. H 0.20
24. H 0.24
25. H 0.19
26. H 0.21
27. H 0.20
28. H 0.21
29. H 0.21
30. O -0.69
31. C 0.35
32. C -0.30
33. C -0.17
34. C -0.28
35. C -0.15
36. C -0.16
37. C 0.62
38. O -0.83
39. N -0.45
40. N -0.43
41. C 0.17
42. C -0.24
43. C -0.14
44. C -0.28
45. C -0.17
46. C -0.30
47. C 0.47
48. O -0.80
49. H 0.51
50. H 0.22
51. H 0.20
52. H 0.21
53. H 0.24
54. H 0.20
55. H 0.21
56. H 0.21
57. H 0.21
58. H 0.22
59. S -0.77
60. Sb 1.03
61. S -0.41
62. S -0.47

***

Which of them is the most stable, and which is the least stable? entry a and entry b, in that order.